Record 1
Below is a structure of composition C18H11InN3O8S2 in a non-equilibrium geometry, with properties calculated with ωB97M-V/def2-TZVPD.

Computed properties:
Orbital gap   5.706 eV
Net charge   +1
Energy   -66530.290 eV

Geometry as XYZ:
```
43
C18H11InN3O8S2 ωB97M-V/def2-TZVPD
In 0.5933 0.7904 0.3325
O 3.3336 -4.0061 -4.1429
N 2.4307 -4.3796 -3.3809
O 1.7920 -5.4187 -3.5414
C 2.0873 -3.6014 -2.2171
C 1.3684 -4.2068 -1.2491
C 0.7502 -3.4532 -0.1971
C -0.0623 -4.0346 0.8115
C -0.7239 -3.2328 1.7325
C -0.5514 -1.8641 1.7021
N 0.2004 -1.2627 0.7008
C 0.9050 -2.0368 -0.1718
C 1.8030 -1.4111 -1.1552
N 1.9877 -0.0439 -1.0960
C 2.7958 0.5447 -2.0184
C 3.5429 -0.1944 -2.9046
C 3.4341 -1.5794 -2.9747
C 2.4452 -2.1852 -2.1696
H 1.2364 -5.3127 -1.3161
H -0.0815 -5.1165 0.8959
H -1.3979 -3.6767 2.4966
H -1.1344 -1.2519 2.4043
H 2.8327 1.5990 -2.0432
H 4.2496 0.3237 -3.5548
H 4.0307 -2.1911 -3.6614
O -1.4635 1.1759 -0.2936
S -1.2407 2.6477 -0.6071
O -1.7813 3.1117 -1.8465
O 0.2358 2.8127 -0.4717
C -2.1146 3.5468 0.7418
C -3.4703 3.7290 0.5089
C -4.3642 3.8170 1.5563
C -3.8981 3.9799 2.8640
C -2.5423 4.1764 3.0353
C -1.6032 3.7853 2.0596
S 0.2528 2.0304 3.1514
O -0.9587 1.2145 2.9933
O -0.2930 3.6993 2.3805
O 1.3185 1.6707 2.1456
H -3.8138 3.6254 -0.5534
H -5.4144 3.7418 1.3419
H -4.6136 3.9595 3.6908
H -2.1027 4.4782 4.0209
```

natural (NBO) population analysis, charges in e, atoms 1 to 8: number 1, In, carries 1.967; number 2, O, carries -0.361; number 3, N, carries 0.504; number 4, O, carries -0.324; number 5, C, carries 0.057; number 6, C, carries -0.104; number 7, C, carries -0.085; number 8, C, carries -0.055

Record 2
Below is the ion C29H32N3O4S with charge -1 in a non-equilibrium geometry, with properties calculated with ωB97M-V/def2-TZVPD.

Computed properties:
Orbital gap   6.492 eV
Net charge   -1
Energy   -54089.488 eV
ΔE to the lowest compared entry with this formula, charge and spin   11.5 kJ/mol

Geometry as XYZ:
```
69
C29H32N3O4S ωB97M-V/def2-TZVPD
C -1.4370 -3.7148 2.3374
N -1.9929 -2.4049 2.0114
C -3.2099 -2.0681 2.6001
S -4.1510 -3.2390 3.3530
N -3.4885 -0.7275 2.6685
C -4.7131 -0.3632 3.4206
C -2.8227 0.2408 1.8785
O -3.3336 1.3817 1.8416
C -1.5660 -0.1372 1.2936
C -0.8704 0.6867 0.3611
C 0.6163 0.4619 0.2757
C 1.1238 -0.6722 -0.3846
C 2.4957 -0.9011 -0.4353
C 3.3744 -0.0414 0.2875
N 4.7314 -0.2140 0.2165
C 5.3221 -1.0909 -0.7771
C 4.5152 -2.3756 -0.9217
C 3.0513 -2.0649 -1.2061
C 5.6144 0.8262 0.7116
C 5.1223 1.3950 2.0330
C 3.7151 1.9342 1.8959
C 2.8681 1.0911 0.9917
C 1.5167 1.4129 0.8416
C -1.0381 -1.3677 1.8920
O 0.0805 -1.5031 2.3822
H -0.5110 -3.8232 1.7799
H -1.2363 -3.8087 3.4048
H -2.1975 -4.4466 2.0793
H -4.7010 0.7036 3.5880
H -5.6214 -0.6312 2.8730
H -4.7093 -0.9269 4.3553
H -1.2450 1.7518 0.2563
H 0.4452 -1.3835 -0.8791
H 5.3504 -0.5393 -1.7367
H 6.3600 -1.2760 -0.4608
H 4.9598 -2.9475 -1.7391
H 4.6171 -2.9366 0.0137
H 2.4544 -2.9477 -0.9658
H 2.9201 -1.8709 -2.2796
H 6.6068 0.3775 0.8250
H 5.7027 1.6315 -0.0413
H 5.1303 0.6166 2.7992
H 5.7814 2.2000 2.3469
H 3.2130 1.9849 2.8723
H 3.7106 2.9425 1.4686
H 1.0459 2.2953 1.2893
C -6.1166 0.5351 -0.1698
C -5.0222 1.4415 -0.6060
O -3.8296 0.6018 -0.7108
C -2.8080 1.3662 -1.1303
C -1.5008 0.6012 -1.2505
C -0.7982 1.0076 -2.4839
C -0.8749 2.3013 -3.0956
C -0.4206 2.5069 -4.4214
C 0.3654 1.5372 -5.0729
C 0.6767 0.3621 -4.3597
C 0.1387 0.1282 -3.0867
O -2.9180 2.5837 -1.1977
H -6.9749 1.1063 0.1903
H -6.4254 -0.0597 -1.0288
H -5.8385 -0.1320 0.6618
H -5.2222 1.8711 -1.5901
H -4.8134 2.1967 0.1526
H -1.7170 -0.5583 -1.2876
H -1.3913 3.1039 -2.5444
H -0.6587 3.4455 -4.9546
H 0.7510 1.7098 -6.0875
H 1.3636 -0.3719 -4.8106
H 0.4345 -0.7940 -2.5335
```

natural (NBO) population analysis, charges in e, atoms 1 to 8: number 1, C, carries -0.409; number 2, N, carries -0.467; number 3, C, carries 0.329; number 4, S, carries -0.323; number 5, N, carries -0.457; number 6, C, carries -0.409; number 7, C, carries 0.650; number 8, O, carries -0.729

Record 3
Below is the molecule C9H13N3O3 in a non-equilibrium geometry, with properties calculated with ωB97M-V/def2-TZVPD.

Computed properties:
Orbital gap   10.317 eV
Net charge   0
Energy   -20155.705 eV
ΔE to the lowest compared entry with this formula, charge and spin   191.7 kJ/mol

Geometry as XYZ:
```
28
C9H13N3O3 ωB97M-V/def2-TZVPD
O 0.1514 2.1390 -1.8265
O 1.8987 -1.4120 0.9287
O -1.9873 -3.1675 1.1984
C 1.1672 1.5935 -1.6283
C 0.6851 -1.5136 0.7128
C -1.2626 -2.2320 0.9924
C 3.4488 1.7643 -2.5561
C 2.1186 1.4220 -2.6781
N 0.0230 -2.6167 0.8614
N 1.4386 0.9744 -0.4121
N -0.1291 -0.3940 0.6177
C 0.4309 0.9426 0.6301
C -2.0104 -0.1605 2.1950
C -2.4886 -0.3769 -0.2348
C -1.5659 -0.7366 0.8132
H 4.1419 1.6774 -3.4715
H 3.7511 2.0223 -1.4806
H 1.7270 1.0031 -3.6305
H 0.3546 -3.3773 1.3476
H 2.2293 0.3946 -0.3368
H -0.3569 1.7569 0.4567
H 0.7311 1.1133 1.6991
H -1.8023 0.9044 2.3069
H -1.4753 -0.5243 3.0392
H -3.0705 -0.4077 2.3451
H -2.3497 -1.0405 -1.1298
H -2.2372 0.5744 -0.7263
H -3.5615 -0.3227 -0.0329
```

natural (NBO) population analysis, charges in e, atoms 1 to 8: number 1, O, carries -0.594; number 2, O, carries -0.671; number 3, O, carries -0.562; number 4, C, carries 0.628; number 5, C, carries 0.777; number 6, C, carries 0.681; number 7, C, carries -0.369; number 8, C, carries -0.285

Record 4
Below is a structure of composition C34H30CaN6OPS in a non-equilibrium geometry, with properties calculated with ωB97M-V/def2-TZVPD.

Computed properties:
Orbital gap   8.400 eV
Net charge   +1
Energy   -85295.808 eV
ΔE to the lowest compared entry with this formula, charge and spin   73.8 kJ/mol

Geometry as XYZ:
```
74
C34H30CaN6OPS ωB97M-V/def2-TZVPD
Ca -1.3141 -0.7615 -0.8482
C 0.7960 0.4162 -3.5870
C -0.0341 1.5486 -3.0363
C 0.1384 2.8247 -3.5683
C -0.6221 3.8731 -3.1006
C -1.5907 3.6213 -2.1413
C -1.7296 2.3334 -1.6646
N -0.9288 1.3184 -2.0572
C -2.8367 1.9987 -0.7149
C -4.0270 2.7036 -0.7714
C -5.0184 2.3818 0.1363
C -4.8109 1.3520 1.0346
C -3.6224 0.6352 0.9840
N -2.6514 0.9757 0.1279
C -3.3845 -0.5610 1.8595
C -4.3525 -0.9658 2.7626
C -4.1207 -2.0784 3.5475
C -2.9285 -2.7538 3.4110
C -1.9959 -2.3007 2.4863
C -0.6929 -3.0328 2.3262
N -2.2177 -1.2190 1.7198
H 0.7514 0.4418 -4.6773
H 0.4370 -0.5536 -3.2599
H 1.8415 0.5252 -3.2950
H 0.8761 2.9759 -4.3469
H -0.4784 4.8761 -3.4844
H -2.2150 4.4189 -1.7611
H -4.1809 3.4749 -1.5114
H -5.9583 2.9204 0.1348
H -5.5868 1.1035 1.7410
H -5.2867 -0.4360 2.8635
H -4.8694 -2.4142 4.2538
H -2.7123 -3.6320 4.0039
H -0.6869 -3.9487 2.9155
H 0.1453 -2.4122 2.6519
H -0.5319 -3.3003 1.2830
N 2.0411 -1.4790 0.4834
P 1.9891 0.0550 -0.3269
C 3.7661 0.4764 -0.4550
C 4.5591 0.6530 0.6835
C 5.9148 0.9096 0.5591
C 6.4913 1.0103 -0.7043
C 5.7111 0.8491 -1.8380
C 4.3518 0.5795 -1.7119
C 1.4181 1.1905 0.9990
C 1.7821 2.5392 0.9766
C 1.2303 3.4296 1.8875
C 0.3084 2.9876 2.8309
C -0.0706 1.6539 2.8515
C 0.4828 0.7615 1.9399
C 1.5727 -2.6442 -0.1205
C 2.1904 -3.8701 0.1390
C 1.6684 -5.0133 -0.4258
C 0.5545 -4.9271 -1.2586
C 0.0163 -3.6829 -1.4724
N 0.4909 -2.5553 -0.9028
H 2.8316 -1.6283 1.0893
H 4.1126 0.6175 1.6722
H 6.5215 1.0468 1.4449
H 7.5500 1.2196 -0.8002
H 6.1577 0.9294 -2.8215
H 3.7466 0.4436 -2.6028
H 2.4993 2.8971 0.2448
H 1.5265 4.4722 1.8659
H -0.1115 3.6844 3.5469
H -0.7966 1.3034 3.5784
H 0.1789 -0.2781 1.9627
H 3.0706 -3.9070 0.7687
H 2.1334 -5.9727 -0.2288
H 0.1265 -5.8017 -1.7294
H -0.8347 -3.5532 -2.1302
O -3.4180 -1.6643 -0.9539
S -3.3481 -1.7059 -2.4659
N -2.0153 -1.3755 -2.9924
```

Löwdin population analysis, charges in e, atoms 1 to 8: number 1, Ca, carries 1.195; number 2, C, carries -0.051; number 3, C, carries -0.303; number 4, C, carries -0.011; number 5, C, carries -0.029; number 6, C, carries -0.010; number 7, C, carries -0.204; number 8, N, carries 0.046